Entry w
The following is a quantum chemistry calculation of a cluster of 2 separate species, C3H8O2 in total, from the Open Molecules 2025 dataset.

For the frontier orbital gap, the calculation gives 11.74 eV. As for the multiplicity: 1. Its HOMO energy is -11.093 eV.

Geometry as XYZ:
```
13
C3H8O2, DFT the ωB97M-V functional and the def2-TZVPD basis
O 0.284 1.158 -1.171
C 1.089 0.323 -1.420
O 0.800 -0.855 -2.030
H 2.163 0.463 -1.231
H 0.773 -1.631 -1.460
C -0.488 0.346 2.177
C -1.482 -0.703 1.759
H 0.154 0.706 1.373
H -0.952 1.233 2.622
H 0.217 0.007 2.950
H -2.402 -0.281 1.371
H -1.721 -1.413 2.554
H -1.101 -1.353 0.966
```



Entry x
The following is a quantum chemistry calculation of a cluster of 2 separate species, C3H8O2 in total, from the Open Molecules 2025 dataset.

For the frontier orbital gap, the calculation gives 8.09 eV. As for the multiplicity: 1. Its HOMO energy is -8.609 eV.

Geometry as XYZ:
```
13
C3H8O2, DFT the ωB97M-V functional and the def2-TZVPD basis
C -1.796 0.198 0.315
C -0.369 -0.125 -0.181
O -0.129 -0.109 -1.496
C 0.763 0.475 0.568
O 2.000 -0.736 -0.489
H -2.102 1.208 0.032
H -1.906 0.077 1.402
H -2.475 -0.509 -0.174
H -0.147 -1.131 0.284
H 1.193 -0.586 -1.246
H 1.378 1.286 0.212
H 0.797 0.269 1.644
H 2.793 -0.315 -0.871
```



Which of them is the most stable, and which is the least stable? entry w and entry x, in that order.



Entry w
The following is a quantum chemistry calculation of a cluster of 2 separate species, C3H8O2 in total, from the Open Molecules 2025 dataset.

For the frontier orbital gap, the calculation gives 9.26 eV. As for the multiplicity: 1. Its HOMO energy is -8.532 eV.

Geometry as XYZ:
```
13
C3H8O2, DFT the ωB97M-V functional and the def2-TZVPD basis
C -2.142 -0.269 -0.835
C -1.868 0.995 -0.169
C -0.998 1.306 0.822
O -0.728 2.535 1.169
H -2.706 -0.883 -0.176
H -2.888 -0.140 -1.668
H -1.259 -0.768 -1.142
H -2.422 1.808 -0.682
H -0.364 0.514 1.312
H -1.500 3.053 1.129
O 4.822 -3.623 -0.728
H 4.255 -4.026 0.081
H 4.181 -3.045 -1.299
```



Entry x
The following is a quantum chemistry calculation of a cluster of 2 separate species, C3H8O2 in total, from the Open Molecules 2025 dataset.

For the frontier orbital gap, the calculation gives 10.34 eV. As for the multiplicity: 1. Its HOMO energy is -9.679 eV.

Geometry as XYZ:
```
13
C3H8O2, DFT the ωB97M-V functional and the def2-TZVPD basis
C -1.692 -0.585 0.289
C -0.421 -0.249 0.459
C 0.821 -0.994 0.805
O -0.147 1.162 0.291
H -1.940 -1.615 0.515
H -2.385 0.114 -0.141
H 0.702 -2.046 0.546
H 1.651 -0.459 0.363
H 0.940 -1.001 1.893
H -0.004 1.425 1.206
O 0.745 1.572 -2.383
H 0.548 1.925 -1.499
H 1.181 0.751 -2.344
```



Entry y
The following is a quantum chemistry calculation of a cluster of 2 separate species, C3H8O2 in total, from the Open Molecules 2025 dataset.

For the frontier orbital gap, the calculation gives 10.26 eV. As for the multiplicity: 1. Its HOMO energy is -9.548 eV.

Geometry as XYZ:
```
13
C3H8O2, DFT the ωB97M-V functional and the def2-TZVPD basis
C 0.246 -1.342 1.584
C -0.725 -0.148 1.524
C -1.291 0.161 0.199
O -1.024 0.340 2.624
H -0.382 -2.247 1.525
H 0.712 -1.301 2.583
H 1.044 -1.417 0.826
H -2.389 0.246 0.257
H -1.037 -0.628 -0.530
H -0.882 1.119 -0.163
O 1.737 1.693 -3.117
H 2.256 2.463 -3.441
H 1.734 1.061 -3.871
```



Which of them is the most stable, and which is the least stable? entry y and entry w, in that order.



Entry w
The following is a quantum chemistry calculation of a cluster of 2 separate species, C3H8O2 in total, from the Open Molecules 2025 dataset.

For the frontier orbital gap, the calculation gives 10.85 eV. As for the multiplicity: 1. Its HOMO energy is -9.900 eV.

Geometry as XYZ:
```
13
C3H8O2, DFT the ωB97M-V functional and the def2-TZVPD basis
C -1.882 0.261 1.140
C -0.588 -0.332 1.646
O 0.490 -0.008 1.231
H -2.143 1.146 1.718
H -1.730 0.475 0.073
H -2.660 -0.488 1.219
H -0.691 -1.175 2.329
C 1.641 0.345 -1.712
O 1.075 -0.937 -1.560
H 2.269 0.277 -2.610
H 2.183 0.744 -0.844
H 0.853 1.064 -1.926
H 1.182 -1.372 -0.704
```



Entry x
The following is a quantum chemistry calculation of an isolated molecule of C3H8O2, from the Open Molecules 2025 dataset.

For the frontier orbital gap, the calculation gives 10.62 eV. As for the multiplicity: 1. Its HOMO energy is -9.604 eV.

Geometry as XYZ:
```
13
C3H8O2, DFT the ωB97M-V functional and the def2-TZVPD basis
C 1.865 0.635 0.564
O 0.387 0.449 0.744
C -0.056 -0.633 -0.040
C -1.538 -0.472 -0.341
O -1.815 0.598 -1.220
H 2.313 1.114 1.455
H 2.423 -0.328 0.463
H 1.430 1.227 -0.230
H 0.492 -0.746 -0.998
H 0.128 -1.523 0.569
H -1.904 -1.378 -0.834
H -2.083 -0.361 0.607
H -1.641 1.416 -0.739
```



Which of them is the most stable, and which is the least stable? entry w and entry x, in that order.



Entry w
The following is a quantum chemistry calculation of a structure of composition C3H4N2O2, from the Open Molecules 2025 dataset.

For the frontier orbital gap (alpha / beta), the calculation gives 8.43 / 8.43 eV. As for the multiplicity: 1. Its HOMO energy (alpha / beta) is -9.654 / -9.653 eV.

Geometry as XYZ:
```
11
C3H4N2O2, DFT the ωB97M-V functional and the def2-TZVPD basis
C -0.033 1.232 0.044
N -0.042 -0.009 -0.609
C 0.021 -1.550 0.858
O 1.327 -1.213 0.162
C -0.829 1.698 -1.119
O -0.308 -1.165 1.940
N -1.425 2.084 -2.027
H 1.411 -1.690 -0.679
H -0.402 -2.431 0.354
H 0.908 1.800 0.105
H -0.628 1.243 0.970
```



Entry x
The following is a quantum chemistry calculation of a structure of composition C3H4N2O2, from the Open Molecules 2025 dataset.

For the frontier orbital gap, the calculation gives 9.61 eV. As for the multiplicity: 1. Its HOMO energy is -9.933 eV.

Geometry as XYZ:
```
11
C3H4N2O2, DFT the ωB97M-V functional and the def2-TZVPD basis
C 0.007 -0.696 -1.895
C 1.040 0.676 0.655
C -1.208 -0.049 1.268
H -0.348 -0.851 -2.807
H 1.320 -1.008 -1.495
H 1.129 1.023 1.713
H -0.526 0.187 2.269
N -0.713 -0.238 -0.976
N -0.212 0.115 0.348
O 2.044 0.786 -0.001
O -2.533 0.055 0.920
```



Which of them is the most stable, and which is the least stable? entry x and entry w, in that order.